(1)
ORCA calculation (ωB97M-V with the def2-TZVPD basis set) on the molecule C7H4N4 in a non-equilibrium geometry.

Results
multiplicity	1
Kohn-Sham gap	8.103	eV
energy above the lowest of the compared OMol25 structures with the same formula, charge and spin	28.4	kJ/mol
total charge	0
LUMO energy	-1.05	eV
HOMO	-9.1583	eV
structure (SMILES)	N#CC(C#N)=Cc1ncc[nH]1

Structure (XYZ):
```
15
Properties=species:S:1:pos:R:3:forces:R:3
N -4.394947 -1.005396 -0.000227 1.529 0.574 -0.029
C -3.324839 -0.552400 -0.002792 -0.740 -0.478 0.092
C -2.001805 0.065256 0.011573 -1.007 0.189 -0.281
C -2.060449 1.506372 -0.045360 0.339 1.580 0.348
N -2.116313 2.667764 -0.016078 -0.043 -1.817 -0.178
C -0.880354 -0.671584 0.033484 -0.092 -0.760 0.207
C 0.470441 -0.179689 0.053280 0.443 0.178 -0.437
N 0.871551 1.082194 0.057533 0.293 -0.516 0.162
C 2.232298 1.033045 0.020204 0.013 -0.856 -0.212
C 2.681730 -0.284509 -0.046134 -0.745 0.922 0.203
N 1.549282 -1.029710 -0.033283 -0.471 -0.374 0.200
H -1.001150 -1.769957 0.065364 0.027 0.714 -0.054
H 2.821517 1.923261 0.004160 0.192 0.283 0.062
H 3.647966 -0.743644 -0.045088 0.252 0.062 -0.104
H 1.505076 -2.041007 -0.056635 0.010 0.300 0.020
```
Forces are in eV/Å.

Here are the Mulliken charges for atoms 1 to 2, given in e: -0.431, 0.005

=====

(2)
ORCA calculation (ωB97M-V with the def2-TZVPD basis set) on a cluster of 2 separate species, C2ClN2O2 in total in a non-equilibrium geometry.

Results
multiplicity	1
Kohn-Sham gap	6.560	eV
energy above the lowest of the compared OMol25 structures with the same formula, charge and spin	88.7	kJ/mol
total charge	-1
LUMO energy	3.52	eV
HOMO	-3.0358	eV

Structure (XYZ):
```
7
Properties=species:S:1:pos:R:3:forces:R:3
C 1.400062 -0.608333 -0.107668 -0.287 -2.371 2.650
C -1.534364 0.295737 0.427858 -0.881 1.015 -0.195
N -0.355544 -0.004745 0.759427 1.368 -1.352 0.559
N -1.355668 1.421068 0.970358 -0.711 0.667 -0.249
O 1.613902 -1.462491 0.691746 0.148 0.322 -0.417
O 1.629439 -0.010693 -1.063623 0.346 1.864 -2.330
Cl -2.866461 -0.442693 -0.458688 0.017 -0.145 -0.018
```
Forces are in eV/Å.

Here are the Mulliken charges for atoms 1 to 2, given in e: 0.723, 0.506

=====

(3)
ORCA calculation (ωB97M-V with the def2-TZVPD basis set) on a cluster of 5 separate species, H10O5 in total in a non-equilibrium geometry.

Results
multiplicity	1
Kohn-Sham gap	10.381	eV
energy above the lowest of the compared OMol25 structures with the same formula, charge and spin	131.4	kJ/mol
total charge	0
LUMO energy	-0.14	eV
HOMO	-10.5164	eV
structure (SMILES)	O.O.O.O.O

Structure (XYZ):
```
15
Properties=species:S:1:pos:R:3:forces:R:3
O -8.472540 21.288275 -17.382305 -0.584 0.677 0.744
H -8.101703 20.592691 -16.851217 0.589 -0.419 0.322
H -7.987671 21.339522 -18.188393 0.949 0.181 -0.839
O -9.057016 17.158613 -18.446049 0.290 -0.657 0.251
H -8.150096 17.358217 -18.651829 0.627 -0.122 -0.127
H -9.469841 18.016719 -18.422822 -0.729 0.671 0.102
O -10.217641 19.774149 -18.591089 -0.553 -1.173 -1.213
H -11.006228 20.079908 -18.149698 -0.396 0.059 0.343
H -9.499144 20.258735 -18.208829 0.245 0.674 0.528
O -10.988846 21.138271 -15.945124 -0.710 -1.243 1.019
H -10.470690 21.725191 -16.455780 0.945 1.069 -0.800
H -10.343637 20.577160 -15.487599 -0.386 0.221 -0.139
O -11.060344 17.613975 -20.527518 -2.617 -1.624 -0.170
H -10.484095 18.245105 -20.209824 1.852 2.182 1.213
H -10.715016 17.345931 -21.354478 0.478 -0.496 -1.234
```
Forces are in eV/Å.

Here are the Mulliken charges for atoms 1 to 2, given in e: -0.705, 0.344

=====

(4)
ORCA calculation (ωB97M-V with the def2-TZVPD basis set) on a structure of composition C2H3EuO in a non-equilibrium geometry.

Results
multiplicity	8
⟨S²⟩	15.758
Kohn-Sham gap (spin up / spin down)	6.631 / 8.839	eV
energy above the lowest of the compared OMol25 structures with the same formula, charge and spin	391.9	kJ/mol
total charge	+3
LUMO energy (spin up / spin down)	-18.65 / -18.60	eV
HOMO (spin up / spin down)	-25.2771 / -27.4373	eV

Structure (XYZ):
```
7
Properties=species:S:1:pos:R:3:forces:R:3
O -0.832267 -0.070840 -0.327096 2.043 -1.686 2.090
Eu -1.197803 1.898844 -1.587502 -0.757 2.047 -1.505
H -1.490899 -0.735471 -0.077032 -0.904 -0.822 0.973
C 0.708561 -0.306299 0.343596 -1.747 2.016 -2.485
C 0.230598 0.923260 0.741739 0.899 -0.297 -0.934
H 1.096448 -1.186192 -0.195660 0.937 0.215 -1.458
H 1.485362 -0.523303 1.101956 -0.471 -1.474 3.319
```
Forces are in eV/Å.

Here are the Mulliken charges for atoms 1 to 2, given in e: -0.362, 1.886

=====

(5)
ORCA calculation (ωB97M-V with the def2-TZVPD basis set) on a cluster of 2 separate species, C3H10S3 in total.

Results
multiplicity	1
Kohn-Sham gap	8.799	eV
energy above the lowest of the compared OMol25 structures with the same formula, charge and spin	40.9	kJ/mol
total charge	0
LUMO energy	0.35	eV
HOMO	-8.4512	eV
structure (SMILES)	CCS.CSS

Structure (XYZ):
```
16
Properties=species:S:1:pos:R:3:forces:R:3
C -2.181803 -0.404233 -0.929800 0.521 0.442 0.191
C -1.186734 -1.501250 -1.321064 -0.296 -0.577 -0.127
S -1.224001 -2.974891 -0.242102 0.067 0.003 -0.014
H -1.709045 0.579033 -0.817605 0.108 -0.219 -0.012
H -2.953767 -0.274432 -1.679747 -0.214 -0.147 -0.065
H -2.635549 -0.641337 0.027982 -0.168 0.006 -0.007
H -0.149854 -1.202966 -1.428254 0.018 0.299 0.162
H -1.461271 -1.941909 -2.275091 -0.042 0.124 -0.225
H -0.320415 -2.561508 0.649672 0.046 0.101 0.120
C 1.930143 2.608186 0.954376 -0.034 -0.521 0.729
S 1.402282 1.216743 2.027126 -0.102 0.158 -0.411
S 2.148561 -0.344851 0.848079 -0.181 0.136 0.030
H 1.928865 2.270018 -0.072811 0.088 0.092 -0.194
H 1.178644 3.377854 1.083592 -0.024 0.172 -0.016
H 2.906084 2.952451 1.286470 0.022 0.070 -0.271
H 2.327860 -1.156907 1.889178 0.192 -0.140 0.110
```
Forces are in eV/Å.

Here are the Mulliken charges for atoms 1 to 2, given in e: -0.837, -0.424

=====

(6)
ORCA calculation (ωB97M-V with the def2-TZVPD basis set) on a structure of composition C20H15N3O4S5SbW.

Results
multiplicity	2
⟨S²⟩	0.758
Kohn-Sham gap (spin up / spin down)	5.796 / 6.674	eV
energy above the lowest of the compared OMol25 structures with the same formula, charge and spin	0.0	kJ/mol
total charge	0
LUMO energy (spin up / spin down)	-1.74 / -1.51	eV
HOMO (spin up / spin down)	-7.5342 / -8.1805	eV

Structure (XYZ):
```
49
Properties=species:S:1:pos:R:3:forces:R:3
W 1.294759 -0.064584 0.069885 0.037 -0.022 0.219
S 4.092389 2.270719 2.807742 0.133 -0.406 -0.001
Sb 4.056520 0.100205 2.289393 -0.581 0.601 -0.398
S 1.546757 -0.408173 2.295920 -0.168 -0.306 0.624
S 3.494511 0.137725 -0.273866 0.566 0.162 -0.224
O 0.914474 1.296580 -3.796958 0.035 -0.139 0.139
C 0.905030 1.127835 -2.603034 -0.166 0.482 0.022
O 0.930186 0.008760 -1.955453 -0.071 -0.652 0.060
C 0.826825 2.311350 -1.657732 0.019 0.126 0.295
C 0.762712 3.601515 -2.184238 -0.001 -0.001 -0.154
C 0.690991 4.659002 -1.330521 -0.014 -0.017 0.048
C 0.640074 4.428244 0.057965 0.029 -0.042 -0.048
C 0.523126 5.499020 0.973276 -0.003 0.026 0.039
C 0.436413 5.261465 2.312536 -0.002 0.028 -0.027
C 0.454111 3.935439 2.783333 0.019 -0.022 -0.039
C 0.576689 2.881064 1.923249 0.005 -0.042 0.070
C 0.690463 3.095531 0.537186 -0.055 -0.067 -0.081
N 0.822498 2.041291 -0.354957 -0.019 0.320 -0.242
H 0.783319 3.694813 -3.260169 -0.003 0.032 0.006
H 0.654519 5.677184 -1.697911 0.004 -0.001 -0.008
H 0.499684 6.508620 0.582859 -0.001 0.000 -0.004
H 0.348916 6.083056 3.010258 0.002 0.000 0.004
H 0.383102 3.740284 3.844688 -0.011 0.001 0.004
H 0.595638 1.879071 2.313587 0.019 -0.090 -0.007
O -3.199494 0.651109 0.418556 -0.181 -0.017 -0.012
C -3.613201 -0.584400 0.065127 0.028 0.082 0.033
C -4.989527 -0.790185 -0.028952 -0.034 0.007 0.005
C -5.487063 -2.027245 -0.378379 0.006 0.026 0.011
C -4.624902 -3.090769 -0.642691 0.022 -0.008 -0.002
C -3.264891 -2.890982 -0.555977 -0.009 -0.002 -0.016
C -2.735996 -1.643971 -0.206216 -0.006 0.091 0.034
C -1.278874 -1.459236 -0.138765 0.124 -0.610 -0.254
O -0.798947 -0.306256 0.247352 0.416 0.515 -0.159
N -0.498711 -2.445491 -0.462750 -0.161 0.204 0.078
N 0.845148 -2.105725 -0.293974 0.105 -0.281 0.030
C 1.619338 -3.143802 -0.363839 -0.137 0.106 0.020
S 3.334948 -3.109002 -0.081605 0.037 -0.014 -0.073
C 3.467738 -4.908229 0.125703 0.004 0.041 0.019
C 2.497103 -5.554105 -0.835543 -0.028 0.014 -0.054
S 0.904925 -4.696501 -0.688161 0.013 -0.089 0.029
H -2.226589 0.634866 0.467283 0.034 0.009 -0.005
H -5.643052 0.045609 0.181862 -0.004 -0.004 0.000
H -6.558197 -2.169552 -0.445251 0.000 0.000 0.000
H -5.017428 -4.060891 -0.914321 0.001 0.001 -0.002
H -2.573223 -3.696038 -0.761462 0.001 -0.009 -0.003
H 3.239590 -5.160697 1.160373 -0.014 -0.020 0.000
H 4.500119 -5.177451 -0.093993 0.003 -0.004 0.011
H 2.329305 -6.603727 -0.597338 0.000 0.001 0.009
H 2.848161 -5.473355 -1.864085 0.009 -0.007 0.007
```
Forces are in eV/Å.

Here are the Mulliken charges for atoms 1 to 2, given in e: 0.975, -0.555

=====

The lowest energy above the lowest of the compared OMol25 structures with the same formula, charge and spin belongs to which entry?
C20H15N3O4S5SbW

=====

Number 1 is which compound?
C7H4N4